(1)
Density functional theory data (wB97M-V/def2-TZVPD) for the molecule C17H10N2OS3 in a non-equilibrium geometry.

Last column: Mulliken charge in e.
Element x y z (Å)
C1 -5.537 2.194 0.784  -0.36
C2 6.070 -1.387 2.489  -0.54
C3 -4.217 2.422 1.143  -0.60
S1 -0.776 -1.272 -1.020  -0.04
H1 -6.370 2.545 1.396  0.35
S2 -2.676 0.313 -3.370  -0.20
N1 3.463 0.623 0.825  -0.55
C4 4.930 -0.996 1.775  0.62
C5 -2.393 1.010 -1.882  0.08
H2 7.536 1.642 2.940  0.35
C6 -3.183 1.981 0.320  -0.33
C7 6.766 0.934 2.612  -0.48
C8 1.473 -0.464 -0.090  0.46
H3 7.814 -0.681 3.575  0.39
O1 -1.116 1.378 -1.594  -0.39
C9 -3.457 1.420 -0.979  0.62
C10 -4.788 1.207 -1.299  -0.39
H4 6.228 -2.426 2.756  0.36
H5 -2.163 2.137 0.575  0.47
C11 -0.289 0.446 -1.093  0.73
C12 5.633 1.284 1.859  -0.35
H6 1.127 -2.580 0.077  0.29
H7 -5.089 0.811 -2.288  0.29
N2 0.882 0.721 -0.519  -0.53
C13 0.750 -1.596 -0.238  -0.49
C14 6.980 -0.395 2.960  -0.40
C15 4.672 0.345 1.482  -0.24
C16 -5.810 1.602 -0.458  -0.52
H8 5.410 2.328 1.657  0.42
H9 -4.002 2.957 2.061  0.38
S3 3.626 -1.988 1.132  -0.30
H10 -6.849 1.434 -0.689  0.38
C17 2.817 -0.488 0.565  0.54

Cartesian forces (eV/Å) of the 2 atoms listed first:
C -0.172 0.107 -0.863
C 0.421 0.784 0.606

* total charge: 0
* structure (SMILES): S=C(Oc1nc(-c2nc3ccccc3s2)cs1)c1ccccc1
* E_tot: -2033.11061 Ha
* orbital gap: 7.14 eV

(2)
Density functional theory data (wB97M-V/def2-TZVPD) for the molecule C17H10O in a non-equilibrium geometry.

Last column: Mulliken charge in e.
Element x y z (Å)
H1 2.651 1.177 3.141  0.35
C1 -3.223 -0.088 -1.913  -0.83
H2 -1.686 -1.970 -2.512  0.42
C2 4.161 -1.127 0.787  -0.72
H3 -4.115 2.847 -0.141  0.39
O1 4.988 0.243 2.519  -0.55
C3 -2.334 1.593 0.139  -0.53
C4 -4.092 1.020 -1.429  -0.47
C5 0.110 -1.535 -1.260  -0.88
C6 -1.216 -1.322 -1.804  -1.21
C7 2.692 0.381 2.344  -0.26
C8 1.817 -0.667 0.352  -0.17
C9 1.664 0.200 1.515  0.76
C10 3.059 -1.370 0.007  -0.43
C11 -1.615 0.461 -0.231  0.54
H4 3.003 -2.073 -0.762  0.45
C12 -0.323 0.178 0.362  1.00
C13 -1.992 -0.290 -1.299  1.38
H5 -2.060 2.272 0.945  0.21
C14 0.566 -0.718 -0.225  0.43
C15 -3.639 1.909 -0.438  -0.72
H6 5.183 -1.570 0.671  0.35
H7 -0.208 1.543 2.085  0.29
H8 -5.093 1.165 -1.777  0.39
C16 0.268 0.735 1.465  -1.27
C17 4.006 -0.220 1.986  0.33
H9 -3.413 -0.590 -2.880  0.31
H10 0.842 -2.183 -1.647  0.44

Cartesian forces (eV/Å) of the 2 atoms listed first:
H 0.269 -1.311 -0.615
C -1.886 3.034 0.479

* total charge: 0
* energy relative to the best compared isomer or geometry (same formula, charge and spin): 26.20 kcal per mole
* structure (SMILES): O=C1C=CC2=c3ccc4ccccc4c3=CC2=C1
* E_tot: -728.95655 Ha
* orbital gap: 5.55 eV

(3)
Density functional theory data (wB97M-V/def2-TZVPD) for a structure of composition C17H11BrClF6N2O9PdS2.

Last column: Mulliken charge in e.
Element x y z (Å)
N1 -0.384 -1.809 -0.758  -0.88
C1 -6.406 1.352 -0.282  -0.18
Br1 -8.565 -0.484 -0.038  -0.22
Cl1 7.664 -0.650 0.334  -0.25
F1 0.176 -3.496 -4.072  -0.25
H1 -3.376 1.309 -1.447  0.48
N2 -5.198 1.794 -0.614  -0.69
O1 -0.115 -0.283 -2.744  -0.72
C2 -5.963 -0.828 -1.173  -0.61
H2 2.844 3.827 0.490  0.40
F2 -1.489 -3.688 -2.715  -0.21
F3 -1.930 -1.753 2.577  -0.24
O2 -2.908 -2.468 0.083  -0.64
C3 -4.360 0.937 -1.194  -0.09
C4 6.237 0.247 0.771  0.21
C5 3.987 1.667 1.486  0.90
F4 -0.671 -3.265 1.677  -0.24
O3 2.898 2.353 1.968  -0.44
C6 -1.029 -1.980 1.610  0.59
O4 -2.480 -1.175 -1.946  -0.17
F5 -1.508 -2.186 -4.292  -0.19
C7 -0.770 -2.818 -3.404  0.68
C8 -3.744 -1.300 -2.228  0.13
C9 -4.692 -0.378 -1.495  0.52
H3 -7.076 2.052 0.204  0.36
H4 1.650 3.911 1.806  0.34
C10 5.653 1.095 -0.146  -0.98
H5 3.861 1.568 4.290  0.30
C11 3.937 0.614 3.766  -1.24
O5 -0.041 2.403 0.713  -0.77
O6 1.482 -2.100 -2.286  -0.77
H6 6.064 1.189 -1.141  0.40
S1 0.132 -1.629 -2.267  1.27
C12 2.184 3.243 1.135  -0.78
S2 -1.803 -1.566 -0.049  2.01
O7 -4.211 -2.078 -3.039  -0.65
F6 0.054 -1.239 1.903  -0.24
C13 -6.816 0.054 -0.543  0.04
C14 4.561 0.788 2.412  0.87
H7 6.155 -0.601 2.734  0.35
Pd1 -0.201 0.657 -0.388  0.47
H8 4.522 -0.075 4.372  0.40
C15 1.164 2.457 0.326  1.50
C16 5.693 0.086 2.036  -0.74
O8 -1.943 -0.082 0.253  -0.82
H9 4.036 2.429 -0.526  0.27
H10 2.923 0.220 3.672  0.21
O9 1.540 1.711 -0.629  -0.71
C17 4.517 1.809 0.214  -0.50
H11 -6.255 -1.839 -1.420  0.51

Cartesian forces (eV/Å) of the 2 atoms listed first:
N 0.068 -0.017 -0.006
C -0.004 -0.021 -0.010

* total charge: -1
* energy relative to the best compared isomer or geometry (same formula, charge and spin): 64.15 kcal per mole
* E_tot: -5998.78480 Ha
* orbital gap: 7.65 eV

(4)
Density functional theory data (wB97M-V/def2-TZVPD) for a structure of composition C17H11ClF7O2PPdS5 in a non-equilibrium geometry.

Last column: Löwdin spin population.
Element x y z (Å)
C1 0.017 3.258 -0.796  0.00
H1 4.415 -3.668 -0.573  0.00
C2 2.658 -2.439 -0.305  0.00
F1 -1.371 -2.418 3.948  0.00
C3 -0.012 3.453 -2.172  0.00
H2 1.979 -3.282 -0.303  0.00
C4 -0.078 1.865 -0.263  0.01
S1 -5.000 -1.622 0.931  0.01
C5 4.020 -2.671 -0.455  0.00
F2 -0.029 -2.518 2.076  0.04
C6 3.073 -0.080 -0.122  -0.01
C7 -3.606 -2.468 0.285  0.02
F3 -1.322 -0.655 2.487  0.00
C8 -4.486 -0.015 0.497  0.00
O1 0.172 1.645 0.937  0.00
H3 2.715 0.931 0.038  0.00
C9 0.178 4.340 0.064  0.00
O2 -0.375 0.936 -1.068  0.14
Pd1 0.090 -0.692 0.495  0.70
F4 0.995 -0.557 2.717  0.00
H4 5.138 0.525 -0.269  0.00
F5 0.926 -2.337 4.163  0.00
H5 -0.131 2.588 -2.810  0.00
S2 -5.411 1.320 0.713  0.01
C10 0.298 5.617 -0.451  0.00
S3 -1.136 -2.261 -0.927  0.12
C11 -3.350 -4.799 -1.248  0.01
C12 0.265 5.794 -1.825  0.00
S4 -2.920 0.044 -0.254  0.00
P1 -0.191 -1.493 3.390  0.00
C13 -2.602 -1.701 -0.218  0.00
H6 -2.376 -4.471 -1.595  0.00
C14 4.436 -0.295 -0.279  0.00
H7 0.427 6.467 0.203  0.00
F6 -0.350 -0.446 4.581  0.00
H8 0.206 4.168 1.131  0.00
H9 0.113 4.894 -3.761  0.00
Cl1 0.384 7.394 -2.471  0.00
H10 -4.140 -4.431 -1.895  0.00
F7 6.215 -1.812 -0.588  0.00
C15 0.117 4.725 -2.695  0.00
C16 4.880 -1.591 -0.447  0.00
C17 2.183 -1.146 -0.138  -0.05
H11 -3.396 -5.881 -1.187  0.00
S5 -3.615 -4.214 0.460  0.00

Cartesian forces (eV/Å) of the 2 atoms listed first:
C -0.069 0.046 -0.084
H -0.022 -0.087 -0.012

* spin multiplicity: 2
* total charge: -1
* E_tot: -4424.60227 Ha
* orbital gap (alpha / beta): 5.65 / 6.00 eV

(5)
Density functional theory data (wB97M-V/def2-TZVPD) for a structure of composition C17H12BaClN2O3S3 in a non-equilibrium geometry.

Last column: Mulliken charge in e.
Element x y z (Å)
H1 -4.356 -3.867 2.804  0.38
C1 3.806 4.749 0.929  0.57
C2 -2.086 -3.095 0.444  0.35
C3 4.651 3.651 1.091  0.57
C4 6.068 3.798 1.406  -0.04
C5 0.203 -4.345 0.050  -1.06
H2 4.791 1.534 1.072  0.45
Cl1 -4.811 0.284 2.156  -0.21
O1 -2.064 -0.140 0.911  -0.81
C6 4.287 6.119 1.066  -0.04
O2 -2.757 0.350 -1.159  -0.93
C7 -2.872 -3.110 -0.696  -0.33
O3 -0.128 -1.966 -1.002  -0.78
N1 4.660 7.201 1.179  -0.57
H3 1.290 -4.330 -0.022  0.41
S1 2.296 0.422 0.464  -0.63
S2 0.192 3.146 0.067  -0.59
C8 1.915 3.246 0.463  0.26
C9 2.476 4.528 0.627  -0.79
Ba1 -0.385 0.332 -0.796  1.44
C10 -4.182 0.962 0.608  -0.59
C11 -2.918 0.310 0.104  1.02
H4 -4.859 -3.427 -1.430  0.39
H5 -4.954 0.870 -0.146  0.33
S3 -0.354 -2.688 0.337  0.53
H6 -3.969 2.015 0.783  0.29
H7 -0.250 -4.667 -0.888  0.30
C12 -2.595 -3.352 1.707  -0.26
C13 -3.937 -3.678 1.824  -0.59
C14 2.783 2.123 0.630  0.31
H8 -0.120 -4.968 0.883  0.39
H9 -2.452 -2.846 -1.659  0.41
N2 7.190 3.881 1.644  -0.57
C15 4.128 2.380 0.944  -0.81
C16 -4.747 -3.713 0.695  -0.39
C17 -4.219 -3.425 -0.557  -0.66
H10 -5.800 -3.943 0.796  0.39
H11 1.824 5.384 0.503  0.46
H12 -1.966 -3.264 2.585  0.41

Cartesian forces (eV/Å) of the 2 atoms listed first:
H -0.022 -0.004 -0.028
C 0.230 0.937 0.070

* total charge: -1
* energy relative to the best compared isomer or geometry (same formula, charge and spin): 33.23 kcal per mole
* E_tot: -2670.65594 Ha
* orbital gap: 5.55 eV

> What is the E_tot in the third record?

-5998.78480 Ha

> total charge of number 1 (C17H10N2OS3)?

0

What did the fourth record say?
Density functional theory data (wB97M-V/def2-TZVPD) for a structure of composition C17H11ClF7O2PPdS5 in a non-equilibrium geometry.

Last column: Löwdin spin population.
Element x y z (Å)
C1 0.017 3.258 -0.796  0.00
H1 4.415 -3.668 -0.573  0.00
C2 2.658 -2.439 -0.305  0.00
F1 -1.371 -2.418 3.948  0.00
C3 -0.012 3.453 -2.172  0.00
H2 1.979 -3.282 -0.303  0.00
C4 -0.078 1.865 -0.263  0.01
S1 -5.000 -1.622 0.931  0.01
C5 4.020 -2.671 -0.455  0.00
F2 -0.029 -2.518 2.076  0.04
C6 3.073 -0.080 -0.122  -0.01
C7 -3.606 -2.468 0.285  0.02
F3 -1.322 -0.655 2.487  0.00
C8 -4.486 -0.015 0.497  0.00
O1 0.172 1.645 0.937  0.00
H3 2.715 0.931 0.038  0.00
C9 0.178 4.340 0.064  0.00
O2 -0.375 0.936 -1.068  0.14
Pd1 0.090 -0.692 0.495  0.70
F4 0.995 -0.557 2.717  0.00
H4 5.138 0.525 -0.269  0.00
F5 0.926 -2.337 4.163  0.00
H5 -0.131 2.588 -2.810  0.00
S2 -5.411 1.320 0.713  0.01
C10 0.298 5.617 -0.451  0.00
S3 -1.136 -2.261 -0.927  0.12
C11 -3.350 -4.799 -1.248  0.01
C12 0.265 5.794 -1.825  0.00
S4 -2.920 0.044 -0.254  0.00
P1 -0.191 -1.493 3.390  0.00
C13 -2.602 -1.701 -0.218  0.00
H6 -2.376 -4.471 -1.595  0.00
C14 4.436 -0.295 -0.279  0.00
H7 0.427 6.467 0.203  0.00
F6 -0.350 -0.446 4.581  0.00
H8 0.206 4.168 1.131  0.00
H9 0.113 4.894 -3.761  0.00
Cl1 0.384 7.394 -2.471  0.00
H10 -4.140 -4.431 -1.895  0.00
F7 6.215 -1.812 -0.588  0.00
C15 0.117 4.725 -2.695  0.00
C16 4.880 -1.591 -0.447  0.00
C17 2.183 -1.146 -0.138  -0.05
H11 -3.396 -5.881 -1.187  0.00
S5 -3.615 -4.214 0.460  0.00

Cartesian forces (eV/Å) of the 2 atoms listed first:
C -0.069 0.046 -0.084
H -0.022 -0.087 -0.012

* spin multiplicity: 2
* total charge: -1
* E_tot: -4424.60227 Ha
* orbital gap (alpha / beta): 5.65 / 6.00 eV

> Look up the total charge of the fourth one.

-1